No. 1
{
  "formula": "C6H11N",
  "method": "wB97M-V/def2-TZVPD",
  "e_tot_ev": -7887.2085,
  "relative_energy_kcal_mol": 76.6,
  "e_homo_ev": -7.6,
  "largest_force_ha_per_bohr": 0.0882,
  "homo_lumo_gap_ev": 8.41,
  "smiles": "C=CC(N)=C(C)C",
  "e_lumo_ev": 0.76,
  "elements": ["C", "C", "C", "N", "C", "C", "C", "H", "H", "H", "H", "H", "H", "H", "H", "H", "H", "H"],
  "positions_angstrom": [[-1.43505, 1.48587, 1.88940], [-1.00515, 0.41564, 1.15028], [0.21951, 0.33637, 0.43373], [1.52831, 0.59979, 1.11593], [0.33810, -0.30989, -0.72216], [1.53485, -1.27046, -1.07206], [-0.95121, -0.45765, -1.56648], [-2.32982, 1.19226, 2.55092], [-1.02594, 2.57090, 1.91654], [-1.65013, -0.43219, 1.00804], [1.14068, 0.84192, 1.99006], [2.09568, 1.00078, 0.34451], [2.55350, -0.70525, -0.90833], [1.40452, -1.72615, -2.16991], [1.53753, -2.10317, -0.43466], [-0.77454, -0.69464, -2.63371], [-1.63983, -1.20198, -1.15802], [-1.54100, 0.45785, -1.73409]],
  "forces_ev_per_angstrom": [[-0.8, -1.0, 0.5], [-1.1, 3.3, 1.1], [4.0, -1.0, -0.7], [-3.1, -1.7, -2.8], [-1.2, -1.8, -1.9], [0.5, 2.8, -2.7], [0.4, 0.3, -0.8], [1.2, 1.2, -1.1], [-0.4, -2.3, 0.1], [-0.3, -0.3, 0.5], [1.5, 1.8, 1.4], [-0.2, 0.6, 2.3], [-1.8, -1.4, -0.8], [0.6, 1.4, 2.3], [-0.1, -1.1, 1.2], [0.4, -0.5, 0.6], [0.0, -0.2, 0.0], [0.3, 0.0, 0.9]]
}


No. 2
{
  "formula": "C13H15F7O9S2",
  "method": "wB97M-V/def2-TZVPD",
  "e_tot_ev": -72842.9891,
  "e_homo_ev": -10.8,
  "largest_force_ha_per_bohr": 0.0184,
  "homo_lumo_gap_ev": 8.90,
  "smiles": "O=C1OC(=O)C(S(=O)(=O)C(F)(F)C(F)(F)C(F)(F)F)=C1CCCO.CCOS(C)(=O)=O",
  "e_lumo_ev": -1.93,
  "elements": ["O", "C", "O", "C", "O", "C", "S", "O", "O", "C", "F", "F", "C", "F", "F", "C", "F", "F", "F", "C", "C", "C", "C", "O", "H", "H", "H", "H", "H", "H", "H", "C", "C", "O", "S", "C", "O", "O", "H", "H", "H", "H", "H", "H", "H", "H"],
  "positions_angstrom": [[2.46682, 0.68513, -0.65711], [1.40177, 0.27095, -0.95265], [1.24016, -0.79156, -1.81337], [-0.09303, -0.99345, -2.04681], [-0.48711, -1.81356, -2.79085], [-0.83478, -0.03091, -1.18005], [-2.58614, -0.08823, -1.03127], [-3.04078, -1.25804, -1.70161], [-2.93088, 0.15308, 0.33342], [-3.24259, 1.32538, -2.07592], [-2.20453, 1.73109, -2.85648], [-4.21249, 0.84119, -2.85416], [-3.76635, 2.57272, -1.31416], [-2.73941, 3.16427, -0.66337], [-4.19656, 3.41724, -2.28876], [-4.96412, 2.33504, -0.32089], [-5.86149, 3.30791, -0.47529], [-4.53066, 2.35461, 0.93657], [-5.55088, 1.16167, -0.57316], [0.04793, 0.74186, -0.53405], [-0.10508, 1.84047, 0.44987], [0.64525, 3.12091, 0.03888], [0.24213, 3.73060, -1.29378], [1.27301, 4.60332, -1.76892], [-1.15934, 2.03683, 0.60254], [0.30220, 1.49047, 1.39837], [0.49654, 3.85890, 0.82435], [1.71124, 2.92162, -0.00690], [0.05481, 2.96345, -2.04790], [-0.64340, 4.34944, -1.20713], [1.87483, 4.08459, -2.31048], [3.46559, -4.25742, 4.05524], [3.86398, -3.26568, 2.98219], [3.36969, -3.63520, 1.67339], [1.84296, -3.34438, 1.35809], [1.91910, -3.53366, -0.38306], [1.56420, -1.97035, 1.66650], [1.03263, -4.37307, 1.92765], [2.39225, -4.23821, 4.23672], [3.97690, -4.01356, 4.98650], [3.73517, -5.27042, 3.75841], [3.52728, -2.25613, 3.22015], [4.94500, -3.23528, 2.86651], [2.56974, -2.76127, -0.78081], [0.90385, -3.40696, -0.75319], [2.28462, -4.52540, -0.63318]],
  "forces_ev_per_angstrom": [[0.4, 0.2, 0.2], [0.0, -0.4, -0.3], [0.6, 0.2, -0.1], [-0.3, 0.2, 0.4], [-0.1, -0.5, -0.6], [0.3, 0.4, -0.1], [-0.5, -0.8, 0.2], [0.1, 0.1, -0.1], [0.1, 0.5, 0.0], [0.4, 0.1, -0.2], [-0.4, 0.0, 0.1], [0.3, 0.2, 0.2], [-0.2, 0.4, -0.5], [-0.4, -0.2, -0.2], [0.3, -0.3, 0.4], [0.1, 0.1, 0.2], [0.1, -0.2, 0.1], [-0.2, 0.0, -0.2], [0.1, 0.2, 0.1], [-0.6, 0.0, 0.3], [-0.1, 0.2, -0.2], [0.0, 0.0, 0.2], [0.5, 0.2, -0.3], [-0.2, -0.1, 0.0], [-0.1, 0.0, 0.1], [0.1, -0.1, 0.1], [0.0, 0.0, 0.1], [0.1, -0.1, 0.0], [-0.2, -0.1, 0.0], [-0.2, 0.0, 0.0], [0.1, 0.1, 0.1], [-0.2, 0.0, -0.1], [0.2, 0.1, 0.4], [0.0, 0.0, -0.1], [0.2, -0.1, -0.1], [0.0, 0.0, -0.1], [-0.1, 0.1, 0.0], [-0.1, 0.0, 0.1], [0.0, 0.0, 0.0], [0.0, 0.0, 0.0], [0.1, 0.0, 0.0], [-0.1, 0.0, -0.1], [0.0, 0.0, -0.1], [0.0, 0.0, 0.0], [0.0, 0.0, 0.0], [0.0, 0.0, 0.1]]
}


No. 3
{
  "formula": "C46H81BFN4O6",
  "method": "wB97M-V/def2-TZVPD",
  "e_tot_ev": -70648.2036,
  "e_homo_ev": [-8.5, -9.4],
  "largest_force_ha_per_bohr": 0.0507,
  "homo_lumo_gap_ev": [8.05, 8.85],
  "spin_multiplicity": 4,
  "e_lumo_ev": [-0.50, -0.50],
  "elements": ["C", "C", "B", "O", "C", "C", "C", "C", "C", "C", "C", "C", "C", "C", "C", "C", "C", "C", "C", "C", "O", "N", "F", "C", "O", "H", "H", "H", "H", "H", "H", "H", "H", "H", "H", "H", "H", "H", "H", "H", "H", "H", "H", "H", "H", "H", "H", "H", "H", "H", "H", "H", "C", "C", "C", "C", "C", "C", "N", "O", "C", "C", "C", "H", "H", "H", "H", "H", "H", "H", "H", "H", "H", "H", "H", "H", "H", "H", "H", "H", "H", "C", "C", "C", "C", "C", "C", "N", "O", "C", "C", "C", "H", "H", "H", "H", "H", "H", "H", "H", "H", "H", "H", "H", "H", "H", "H", "H", "H", "H", "C", "C", "C", "C", "C", "C", "N", "O", "C", "C", "C", "H", "H", "H", "H", "H", "H", "H", "H", "H", "H", "H", "H", "H", "H", "H", "H", "H", "H"],
  "positions_angstrom": [[-1.83084, 0.41040, -2.10793], [-1.86479, -0.21810, -0.68727], [-3.23180, -0.87288, -0.24994], [-3.54049, -0.90803, 1.11036], [-4.34461, -1.46227, -1.22771], [-5.04722, -0.48021, -1.88348], [-6.03975, -0.82431, -2.73093], [-6.35517, -2.19679, -2.89371], [-5.67769, -3.21932, -2.25141], [-6.01210, -4.69813, -2.47140], [-6.19064, -5.51287, -1.15398], [-7.20205, -5.08413, -3.36510], [-8.57985, -5.05064, -2.64843], [-4.60728, -2.80354, -1.40647], [-3.74454, -3.82072, -0.66957], [-2.98053, -4.87981, -1.52523], [-2.11893, -4.37402, -2.71285], [-2.81459, -4.46785, -4.08160], [-1.46706, -3.00681, -2.48576], [-7.50185, -2.11950, -3.88523], [-8.53828, -2.67990, -4.08519], [-7.23436, -0.90985, -4.71431], [-6.06308, -1.20971, -5.43895], [-6.92115, 0.01750, -3.61615], [-7.32644, 1.14400, -3.48908], [-2.53820, -0.04396, -2.80105], [-0.83263, 0.25538, -2.52877], [-1.97583, 1.49168, -2.07333], [-1.08386, -0.97971, -0.58463], [-1.57419, 0.57069, 0.01387], [-2.94440, -1.49123, 1.59225], [-4.81360, 0.57212, -1.74918], [-5.13783, -5.15252, -2.94384], [-6.75351, -4.95162, -0.40582], [-6.73045, -6.43902, -1.35290], [-5.23828, -5.83795, -0.74640], [-7.23290, -4.59863, -4.33624], [-7.05208, -6.14563, -3.59777], [-9.38891, -4.98452, -3.37049], [-8.60578, -4.24970, -1.90894], [-8.70546, -5.99922, -2.12163], [-2.98985, -3.35213, -0.03313], [-4.41755, -4.31708, 0.03087], [-2.25970, -5.32842, -0.83058], [-3.61469, -5.70172, -1.85336], [-1.28056, -5.07826, -2.77650], [-2.20717, -3.87875, -4.77887], [-3.80946, -4.02055, -4.09485], [-2.83963, -5.49220, -4.45607], [-1.22496, -2.87554, -1.43576], [-0.57448, -2.97297, -3.11533], [-2.12672, -2.23131, -2.87390], [4.39656, -0.80573, 0.91019], [2.87962, -0.74554, 1.18053], [2.63398, 0.04908, 2.46329], [3.08377, -0.70183, 3.71395], [2.45276, -2.09221, 3.78143], [2.57386, -2.91468, 2.49197], [2.28531, -2.11622, 1.26288], [0.99801, -2.00846, 1.13772], [3.98024, -3.53765, 2.38315], [1.63900, -4.12002, 2.60897], [2.32036, 0.01786, -0.01976], [4.75181, 0.15540, 0.53530], [4.99415, -1.01191, 1.79512], [4.63379, -1.55425, 0.15182], [1.56885, 0.28692, 2.55668], [3.15506, 1.00722, 2.40569], [4.17395, -0.78066, 3.74870], [2.79769, -0.13197, 4.60013], [2.89456, -2.65046, 4.60977], [1.39379, -1.96699, 4.03047], [4.10566, -4.03774, 1.42118], [4.12572, -4.28764, 3.16122], [4.79034, -2.82294, 2.50405], [0.61567, -3.82839, 2.84143], [1.97377, -4.77371, 3.41402], [1.62805, -4.70360, 1.68647], [2.56051, -0.49729, -0.95247], [2.76568, 1.01208, -0.06422], [1.24046, 0.15569, 0.02682], [9.45110, 3.59216, -0.04832], [8.09889, 2.86084, -0.18549], [8.29746, 1.60980, -1.04118], [8.55820, 1.93853, -2.50975], [7.46409, 2.84396, -3.07646], [7.14143, 4.07271, -2.21683], [7.05071, 3.75575, -0.76050], [5.88677, 3.22424, -0.53017], [8.19693, 5.17470, -2.43991], [5.84171, 4.68862, -2.73779], [7.74468, 2.46644, 1.24572], [10.09553, 3.05901, 0.65105], [10.01473, 3.65574, -0.97576], [9.31395, 4.60179, 0.34197], [7.41239, 0.96796, -0.97362], [9.12938, 1.02299, -0.64504], [9.53796, 2.40749, -2.63480], [8.59542, 1.01226, -3.08692], [7.74640, 3.16801, -4.08042], [6.55843, 2.24024, -3.19600], [8.03121, 6.00910, -1.75642], [8.12900, 5.56709, -3.45493], [9.22285, 4.83503, -2.32086], [5.02883, 3.96524, -2.77911], [5.98722, 5.06190, -3.75131], [5.52328, 5.52617, -2.11494], [7.68085, 3.34612, 1.88912], [8.51389, 1.81422, 1.66037], [6.80363, 1.92329, 1.31958], [-2.38495, 4.66599, 1.45738], [-1.76821, 3.51676, 2.28266], [-2.63146, 2.26744, 2.11678], [-3.98084, 2.38556, 2.81887], [-3.80619, 2.75960, 4.29092], [-2.87167, 3.94981, 4.54249], [-1.62574, 3.89436, 3.72069], [-0.80186, 3.06140, 4.28408], [-3.60935, 5.27678, 4.27224], [-2.55391, 3.99654, 6.03812], [-0.39925, 3.29633, 1.63889], [-2.18667, 4.51280, 0.39605], [-3.46594, 4.74176, 1.54551], [-1.94795, 5.62703, 1.73350], [-2.10297, 1.39354, 2.51163], [-2.79227, 2.07008, 1.05513], [-4.61749, 3.11933, 2.31621], [-4.50950, 1.43299, 2.74686], [-4.78452, 2.96703, 4.73003], [-3.41812, 1.88050, 4.81604], [-2.92198, 6.12098, 4.34955], [-4.39818, 5.43087, 5.00914], [-4.09686, 5.32182, 3.30154], [-2.15789, 3.05137, 6.40625], [-3.46166, 4.20353, 6.60471], [-1.83108, 4.78214, 6.26489], [0.19863, 4.20908, 1.67686], [-0.52401, 3.02351, 0.58985], [0.16990, 2.49549, 2.10907]],
  "forces_ev_per_angstrom": [[0.8, -0.4, 0.2], [-0.4, 0.6, -0.6], [0.2, -0.2, 0.6], [-0.2, -0.7, -0.4], [1.2, 0.8, 0.7], [-0.1, 1.4, 0.1], [-0.9, -0.6, -0.3], [-0.9, 0.8, -0.8], [-0.2, -0.3, 0.2], [0.0, -0.7, 0.4], [0.1, 0.1, -0.1], [-0.6, -0.6, 0.1], [0.7, -0.3, -0.1], [-0.1, -1.0, -0.2], [-0.1, -0.3, -0.5], [0.6, 0.4, 0.4], [-0.1, -0.6, 0.0], [0.6, 0.6, 0.1], [-0.4, -0.6, -0.7], [-0.2, -0.6, -0.9], [0.7, 0.1, 0.6], [-2.0, 0.6, -0.3], [0.5, 0.2, 0.5], [1.7, 0.7, 0.4], [0.4, -1.4, -0.4], [-0.1, 0.1, 0.0], [-0.1, 0.1, -0.1], [-0.3, -0.1, 0.0], [0.0, 0.0, 0.0], [-0.1, -0.3, 0.2], [0.2, 0.5, 0.3], [0.1, 0.0, 0.0], [0.0, 0.3, -0.1], [0.1, -0.1, 0.1], [-0.1, 0.1, -0.1], [-0.1, 0.1, 0.2], [0.1, 0.3, 0.1], [0.2, 0.1, -0.1], [0.0, 0.3, 0.1], [-0.4, 0.1, -0.2], [-0.1, 0.1, 0.1], [-0.1, 0.4, -0.2], [0.3, -0.1, 0.1], [-0.2, 0.0, 0.1], [0.0, 0.1, 0.0], [-0.1, -0.1, 0.1], [-0.1, -0.2, -0.1], [0.0, -0.1, 0.0], [-0.2, 0.0, 0.1], [0.2, 0.2, -0.1], [0.1, 0.2, 0.3], [0.0, 0.2, 0.4], [0.3, -0.2, 0.1], [1.6, 0.8, -0.8], [-0.3, -0.2, 0.5], [0.1, -0.1, 0.0], [-0.2, 0.6, 0.0], [1.4, -1.4, 0.5], [-1.8, 1.1, 1.5], [0.0, -0.4, -0.7], [0.3, 0.2, 0.0], [-0.5, 0.1, -0.3], [-0.6, -0.1, -0.1], [-0.2, 0.1, 0.0], [0.0, -0.1, 0.0], [0.0, 0.0, 0.0], [0.0, -0.1, -0.1], [0.0, 0.0, -0.2], [0.0, 0.0, -0.1], [0.0, 0.0, 0.0], [0.0, -0.2, -0.1], [0.0, -0.1, -0.2], [0.0, 0.1, 0.0], [-0.2, 0.0, 0.0], [0.0, 0.0, -0.1], [0.0, 0.1, -0.1], [0.2, 0.1, 0.0], [0.0, 0.0, 0.0], [0.0, 0.0, 0.0], [0.1, -0.1, 0.1], [0.0, -0.1, 0.1], [0.1, 0.2, -0.2], [1.7, 0.3, 0.9], [-0.3, -0.2, -0.5], [0.0, 0.1, 0.0], [0.0, -0.6, 0.2], [0.8, 1.5, -1.1], [-1.2, -2.1, -0.8], [-0.1, 0.6, 0.5], [0.3, 0.0, 0.1], [-0.5, -0.2, 0.4], [-0.6, -0.1, 0.2], [-0.1, -0.1, 0.0], [-0.1, 0.1, 0.0], [0.0, 0.0, 0.0], [-0.1, 0.1, 0.1], [0.0, 0.1, 0.1], [0.0, 0.0, 0.1], [0.0, 0.0, 0.0], [-0.1, 0.2, 0.0], [-0.1, 0.1, 0.1], [0.0, 0.0, 0.0], [-0.1, -0.1, 0.0], [0.0, 0.0, 0.1], [0.0, 0.0, 0.2], [0.2, 0.0, 0.0], [0.0, 0.0, 0.0], [0.0, 0.0, -0.1], [0.1, 0.1, -0.2], [-0.1, 0.1, -0.1], [-0.2, 0.2, 0.1], [-0.2, 1.0, -1.6], [-0.3, -0.3, 0.4], [0.0, 0.1, 0.0], [0.2, -0.5, -0.4], [-1.3, 1.5, 0.5], [0.0, -2.5, 0.5], [0.5, 0.6, 0.0], [-0.1, 0.1, -0.3], [0.6, -0.3, 0.1], [0.4, -0.2, 0.4], [0.1, -0.1, 0.0], [0.0, 0.0, 0.1], [0.0, 0.0, 0.0], [0.1, 0.1, 0.1], [0.1, 0.1, 0.0], [0.1, 0.0, 0.0], [0.0, 0.0, 0.0], [0.1, 0.1, 0.1], [0.1, 0.1, 0.0], [0.0, 0.0, 0.0], [0.1, -0.1, 0.1], [0.1, 0.0, 0.0], [0.1, 0.0, -0.1], [-0.1, 0.0, -0.2], [0.0, 0.0, 0.0], [0.0, 0.0, 0.0], [-0.2, 0.1, 0.0], [-0.1, 0.1, 0.1]]
}


No. 4
{
  "formula": "H26O13",
  "method": "wB97M-V/def2-TZVPD",
  "e_tot_ev": -27039.0365,
  "relative_energy_kcal_mol": 67.1,
  "e_homo_ev": -11.1,
  "largest_force_ha_per_bohr": 0.0079,
  "homo_lumo_gap_ev": 11.07,
  "e_lumo_ev": -0.05,
  "elements": ["O", "H", "H", "O", "H", "H", "O", "H", "H", "O", "H", "H", "O", "H", "H", "O", "H", "H", "O", "H", "H", "O", "H", "H", "O", "H", "H", "O", "H", "H", "O", "H", "H", "O", "H", "H", "O", "H", "H"],
  "positions_angstrom": [[0.06844, 0.12741, 0.54798], [0.42861, -0.37058, 1.28182], [-0.36718, -0.52849, 0.00367], [-1.93378, 1.63507, -3.67483], [-2.44865, 2.37899, -3.98742], [-1.07994, 2.00881, -3.45688], [-1.52819, -4.80304, 1.56276], [-1.96331, -4.64345, 0.72525], [-1.31181, -5.73532, 1.54699], [2.69544, -0.18415, -3.76193], [3.42380, -0.02314, -4.36177], [2.53627, 0.66262, -3.34495], [-1.04282, -1.24303, 5.64886], [-1.03232, -1.71388, 6.48218], [-1.95349, -1.29042, 5.35789], [-1.73198, 5.17125, 0.57883], [-1.04039, 4.65130, 0.16946], [-1.45847, 5.25786, 1.49202], [-3.38242, -1.86984, -1.67620], [-3.14310, -1.12771, -2.23135], [-3.64344, -2.55529, -2.29123], [1.79706, -2.55918, 2.75312], [1.36614, -2.63167, 3.60476], [1.35109, -3.20310, 2.20292], [1.95314, 3.68695, -2.54696], [2.15855, 3.70739, -1.61228], [2.64159, 4.21169, -2.95550], [4.60777, 0.24447, -0.59906], [3.69460, 0.03760, -0.40016], [4.83656, -0.34554, -1.31724], [-4.06567, 1.40152, 1.37446], [-3.73003, 0.61493, 1.80441], [-3.29166, 1.81466, 0.99176], [0.31577, -3.09534, -5.18036], [0.37498, -2.33460, -4.60243], [1.06324, -3.00630, -5.77162], [1.44735, 2.10265, 5.49295], [2.20149, 2.32103, 4.94538], [1.18676, 1.22787, 5.20470]],
  "forces_ev_per_angstrom": [[0.0, 0.3, -0.1], [0.2, -0.2, 0.3], [-0.2, -0.2, -0.2], [-0.1, -0.3, 0.0], [-0.2, 0.2, -0.1], [0.3, 0.1, 0.1], [0.1, 0.2, 0.2], [-0.2, 0.1, -0.2], [0.1, -0.3, 0.0], [-0.1, -0.3, 0.0], [0.2, 0.0, -0.2], [-0.1, 0.3, 0.2], [0.3, 0.1, -0.2], [0.0, -0.1, 0.2], [-0.2, 0.0, -0.1], [-0.2, 0.1, -0.1], [0.2, -0.1, -0.1], [0.0, 0.0, 0.3], [0.1, -0.1, 0.3], [0.1, 0.3, -0.2], [-0.1, -0.2, -0.2], [0.2, 0.3, -0.2], [-0.2, 0.0, 0.3], [-0.2, -0.2, -0.2], [-0.2, -0.2, -0.2], [0.1, 0.0, 0.3], [0.2, 0.2, -0.1], [0.2, 0.3, 0.1], [-0.3, -0.1, 0.1], [0.0, -0.2, -0.2], [-0.3, 0.1, 0.0], [0.1, -0.2, 0.1], [0.2, 0.2, -0.1], [-0.2, -0.2, 0.0], [0.1, 0.3, 0.2], [0.2, 0.0, -0.1], [-0.1, 0.2, 0.1], [0.2, 0.1, -0.1], [-0.2, -0.3, 0.0]]
}


No. 5
{
  "formula": "C4H6N2",
  "method": "wB97M-V/def2-TZVPD",
  "e_tot_ev": -7223.4416,
  "relative_energy_kcal_mol": 49.6,
  "e_homo_ev": -8.1,
  "largest_force_ha_per_bohr": 0.0992,
  "homo_lumo_gap_ev": 9.00,
  "smiles": "Cn1ccnc1",
  "e_lumo_ev": 0.93,
  "elements": ["C", "N", "C", "C", "N", "C", "H", "H", "H", "H", "H", "H"],
  "positions_angstrom": [[1.79984, -0.15239, 0.13738], [0.32569, -0.03380, 0.02883], [-0.53964, -0.42953, -0.91297], [-1.82554, -0.07535, -0.57002], [-1.88133, 0.67565, 0.57131], [-0.73002, 0.88038, 1.07601], [2.00130, -0.45596, 1.16455], [1.97312, -0.94538, -0.65781], [2.29019, 0.78534, -0.12833], [-0.18235, -1.01885, -1.72529], [-2.81724, -0.33072, -1.06342], [-0.41402, 1.10062, 2.07977]],
  "forces_ev_per_angstrom": [[-2.0, -0.9, -1.7], [-1.9, 3.2, 3.5], [0.0, 0.1, 1.1], [-1.8, -0.1, -1.0], [0.3, 0.1, 0.4], [2.2, -3.2, -3.2], [0.4, -0.2, -0.3], [0.8, 0.8, 1.3], [0.1, -0.2, 0.1], [-0.1, -0.2, -0.6], [1.8, 0.4, 0.5], [0.2, 0.3, -0.1]]
}